# 1
Molecular formula: C12H29F6N11O6S2Ti
Method: DFT, ωB97M-V/def2-TZVPD

Geometry (Å):
H -3.44 -4.08 -0.71
H -2.62 -5.33 -2.64
O 2.76 2.05 1.70
H -3.03 -1.75 -1.54
N 1.02 2.58 3.93
C -0.82 -2.43 -3.13
H -3.17 -3.82 -3.17
H -2.10 -2.03 -0.01
Ti 1.38 0.84 1.20
H 0.08 0.07 -1.19
H -2.21 2.87 1.90
O 4.57 3.01 0.79
N -2.13 3.63 2.61
F -0.07 -3.19 3.17
H -0.39 -4.55 -2.69
C 1.91 3.13 -1.71
H -2.75 2.80 -2.80
H -3.16 1.64 -0.19
F 2.15 -3.93 -1.51
H 0.54 5.38 -0.94
H -1.69 -4.40 -0.65
H 1.89 2.06 3.78
F 0.62 -3.83 0.17
N -1.43 2.19 -1.37
H -0.74 4.33 3.94
C -0.12 2.11 -1.06
N -2.47 -4.29 -2.60
C -2.45 -3.81 -1.16
C 0.12 2.66 2.94
H 1.90 3.52 -2.74
N -0.89 -1.94 -1.74
S 2.14 -1.76 3.09
C -2.01 3.29 -2.14
O 4.29 -2.73 -0.11
H 2.63 3.70 -1.09
H -1.89 0.41 -0.36
H 1.21 4.45 0.40
N 0.08 1.94 1.85
H -2.46 4.50 2.20
C -2.37 1.20 -0.86
H -2.63 3.95 -1.55
C -1.11 -3.94 -3.24
N 2.93 -2.43 1.95
F 2.46 -4.89 0.43
H -1.54 -1.87 -3.78
H -1.19 -4.26 -4.30
H 1.07 3.35 4.56
N 0.58 3.27 -1.19
O 3.03 -1.18 4.10
N 4.21 2.03 1.37
O 1.15 -0.81 2.44
H -2.84 0.74 -1.79
N -0.85 3.72 3.15
C 1.03 -3.05 3.94
S 2.99 -2.33 0.38
C -2.17 -2.30 -1.05
F 1.64 -4.21 4.14
H 0.21 -2.27 -3.46
C 0.42 4.45 -0.34
F 0.60 -2.60 5.17
H -0.55 4.49 0.15
H -1.25 3.82 -2.76
N 0.45 0.92 -0.75
H 2.17 2.05 -1.73
H -0.10 -2.35 -1.18
O 2.48 -1.00 -0.04
C 1.92 -3.81 -0.15

Multiplicity = 2
Net charge = +3
E_LUMO (alpha / beta) = -9.94 / -12.57 eV
ΔE to the lowest compared entry with this formula, charge and spin = 83.1 kJ/mol
Gap between HOMO and LUMO (alpha / beta) = 7.56 / 4.92 eV

# 2
Molecular formula: C19H43F2N6O13P2S
Method: DFT, ωB97M-V/def2-TZVPD

Geometry (Å):
H -2.57 3.07 6.28
H 5.34 2.33 -5.56
F 4.57 -3.11 -6.14
H 0.62 -4.97 -6.39
O -4.00 0.72 8.74
H -6.78 -1.14 11.21
O 7.73 1.44 -5.81
C -1.97 0.77 2.26
O -2.80 1.94 4.51
O -0.85 3.81 3.24
H 5.74 -2.24 -4.74
H 4.33 0.94 -5.79
H 0.32 2.21 3.96
N 1.53 1.82 -6.21
C 3.78 -1.86 -4.42
H 0.03 -0.41 -4.09
H 3.31 1.87 -2.38
C 1.72 -2.87 -3.89
C 0.56 -4.03 -5.85
C 2.14 -0.48 -4.64
H -5.54 -1.39 7.17
H -8.01 0.46 9.64
P -2.26 3.10 3.56
O -3.25 4.18 3.51
H 2.29 -3.12 -2.99
N -0.88 -3.82 -5.55
H -1.22 -3.06 -6.14
H -2.90 0.20 2.30
C -3.22 2.31 5.85
H 8.31 1.17 -6.54
C 4.92 1.39 -3.69
C 5.17 1.32 -5.21
H -1.35 0.51 3.11
N 4.77 -2.38 -5.04
H -3.19 1.42 6.48
H 1.36 2.81 -6.35
H 1.38 1.41 -7.13
H 2.89 1.99 -4.06
H 2.28 -4.77 -4.73
H -1.00 -3.52 -4.59
C -7.57 1.45 9.81
H 5.49 0.65 -3.14
C 0.47 1.31 -5.31
C 2.06 -0.15 -2.00
C -5.92 -0.73 11.75
O 6.37 -0.29 -6.89
N 2.44 -1.93 -4.78
H -1.45 0.53 1.34
C 0.69 -0.15 -4.91
O -5.29 -1.35 9.26
H 0.79 -2.43 -3.52
H 0.33 1.98 -4.45
O -5.22 0.24 10.97
C -0.24 -0.03 -1.34
H -7.55 1.66 10.87
N 3.95 -1.08 -3.28
H -6.28 -0.24 12.65
H -4.24 2.69 5.81
F -1.23 -0.19 -2.23
O -2.28 2.17 2.22
P -5.26 0.26 9.34
C 3.43 1.37 -3.34
H 0.77 -4.76 -3.86
H -0.48 1.35 -5.85
H 5.32 2.35 -3.37
O -0.37 -0.41 -0.23
C -5.06 -1.95 7.97
H 0.46 2.56 2.22
O 2.45 -0.81 -1.07
H 3.99 -1.71 -2.48
O -6.24 1.54 9.27
H 0.38 -0.77 -5.76
C 0.34 3.00 3.22
H -8.18 2.19 9.30
H -3.99 -2.01 7.79
H -5.48 -2.95 8.00
H 1.02 1.55 -1.50
H 1.19 3.65 3.42
S 6.60 0.36 -5.63
C 1.37 -4.19 -4.58
N 0.87 0.64 -1.92
O 6.93 -0.56 -4.58
C 2.87 -0.10 -3.28
H 2.77 0.02 -5.37
H 0.97 -3.22 -6.45
H -5.25 -1.54 12.02

Multiplicity = 1
Net charge = +1
E_LUMO = -3.60 eV
Gap between HOMO and LUMO = 7.77 eV

# 3
Molecular formula: C37H81ClN4O3
Method: DFT, ωB97M-V/def2-TZVPD

Geometry (Å):
C -0.87 0.74 2.66
H 2.76 -4.88 -1.00
H -0.60 2.96 4.98
C 3.90 -5.26 2.16
H 2.49 2.80 3.24
H 6.51 -4.80 1.53
C 0.38 1.01 -3.55
H 8.49 -4.03 0.07
H 4.21 -3.14 2.58
C -0.13 5.01 -2.14
H 4.83 -4.27 -0.94
C 1.48 1.62 5.50
H 3.13 0.43 0.91
H 0.78 1.87 6.30
C -7.32 -0.22 1.75
H -5.21 3.24 -3.31
H 4.48 -6.97 -0.69
H 4.58 0.07 1.79
H 2.03 4.51 -1.75
C -1.66 2.04 2.75
H -0.71 0.64 4.82
N 3.98 -5.30 0.65
H 2.28 1.97 -1.58
H -3.52 -0.46 -4.20
H 0.73 3.48 -4.30
H 4.90 -5.47 2.53
H 3.43 -7.28 0.76
H -0.10 3.17 1.91
C -4.21 1.48 -3.92
H -3.06 1.40 -1.22
O -0.29 -1.53 0.48
H -0.49 3.77 -0.46
H -3.97 -1.14 -1.79
C 7.46 -3.74 -0.07
H -5.40 -1.07 -0.08
H 2.37 -0.27 2.94
C 5.08 -4.41 0.12
O 1.14 -0.50 -0.93
Cl -3.55 -1.72 1.87
H -3.83 3.00 -2.35
H 2.20 2.89 -3.46
N 0.91 1.79 4.15
C -4.54 -0.42 -2.38
C 2.18 -3.58 0.63
H -6.60 1.56 -2.33
H -5.66 1.04 1.30
H 3.38 -4.00 3.79
H -5.47 -0.89 -2.70
H 1.88 -2.52 2.49
C -3.61 0.22 -3.35
H -5.07 1.32 -4.58
C 0.00 -0.57 -0.45
H -1.13 4.18 2.78
H 1.25 -4.19 2.42
C -5.65 1.81 -1.86
H 5.13 -7.02 0.96
O -0.99 0.14 -0.82
H 2.78 -2.76 0.22
H 4.83 -3.43 0.54
C 3.73 0.76 1.76
C -0.92 2.62 -2.21
C 2.92 0.67 3.07
H -0.62 5.27 -3.09
H 1.97 -5.76 0.32
C 2.07 -3.53 2.13
N 0.47 2.22 -2.61
H 0.37 -0.73 -5.59
H 3.17 -5.98 2.52
H -1.23 1.79 -4.76
H 0.78 3.86 4.44
C 0.09 3.07 4.14
H -1.21 -1.31 0.71
C 1.23 1.78 -1.39
C 4.28 -6.74 0.35
H -1.92 4.32 -1.18
H 7.29 -2.86 0.56
N -5.02 0.54 -1.28
C -4.63 2.44 -2.82
C -0.94 3.93 -1.45
H -0.19 0.83 1.80
H 4.15 1.75 1.58
H -7.55 0.46 2.57
H -3.46 1.97 -4.56
H 6.74 -5.79 0.05
H -2.25 2.20 1.84
H 1.20 -3.40 0.19
H -7.06 1.51 0.52
H 3.49 0.48 3.98
C 1.29 4.60 -2.54
H -2.39 2.03 3.57
H 1.63 5.38 -3.23
H -1.48 -0.16 2.61
C 3.44 -3.91 2.70
H -6.70 -1.00 2.18
H -6.77 -0.62 -1.00
H -1.53 2.82 -3.09
H 0.32 1.75 -5.60
C -3.86 1.09 -0.56
C -0.31 1.22 -4.87
H 1.36 0.56 -3.63
H -0.11 5.96 -1.60
H 0.89 2.39 -0.56
H 1.40 1.82 2.18
H -8.29 -0.61 1.47
H 0.47 -0.29 4.10
H -5.76 2.47 -1.01
H -0.88 -0.07 -6.52
H -1.30 1.80 -1.60
H -1.26 -0.77 -4.93
C -0.06 0.65 3.93
C -5.97 -0.19 -0.38
H -0.27 0.38 -2.92
H 2.29 2.34 5.61
H 7.19 -3.38 -1.07
C 1.99 1.85 3.09
H -2.62 0.36 -2.94
H 1.02 0.72 -1.25
C 2.63 -4.92 0.09
C -0.66 3.19 2.85
C 6.51 -4.80 0.44
H -3.33 0.31 -0.01
C -6.51 0.60 0.77
H -4.17 1.95 0.03
C -0.55 -0.15 -5.48
H 1.89 0.62 5.54
C 1.21 3.32 -3.34

Multiplicity = 1
Net charge = +2
E_LUMO = -3.58 eV
ΔE to the lowest compared entry with this formula, charge and spin = 108.2 kJ/mol
Gap between HOMO and LUMO = 7.67 eV

# 4
Molecular formula: CH4N2Si
Method: DFT, ωB97M-V/def2-TZVPD

Geometry (Å):
C -0.69 1.68 2.32
H 0.20 -0.67 1.32
H -0.99 -0.82 -0.94
Si 0.18 -0.06 -0.10
H 1.53 -0.31 -0.95
N -0.68 1.73 3.46
H -1.08 2.11 -0.36
N -0.30 1.59 -0.01

Multiplicity = 1
Net charge = 0
E_LUMO (alpha / beta) = -3.47 / -3.57 eV
ΔE to the lowest compared entry with this formula, charge and spin = 543.9 kJ/mol
Gap between HOMO and LUMO (alpha / beta) = 7.65 / 7.61 eV

# 5
Molecular formula: C30H28Br2CoN2OSi2
Method: DFT, ωB97M-V/def2-TZVPD

Geometry (Å):
C 2.06 2.98 -0.74
H 2.89 -4.41 -2.88
H 0.53 -3.82 -3.48
H -1.88 2.91 0.98
H 3.01 2.67 -0.29
C 2.88 -1.13 0.46
H -2.99 -1.10 -1.56
H -0.57 -2.00 -2.17
C 2.07 -0.06 0.92
C -1.27 -2.63 0.95
C -2.60 2.13 0.70
C -2.69 2.44 -2.89
H 2.49 1.45 -3.29
H 2.13 1.60 2.28
H 5.72 -0.73 2.28
H 3.09 0.26 -2.12
C 2.98 -2.96 -1.32
Br -0.93 2.45 4.88
C -0.31 2.26 -2.42
C -2.28 -0.05 5.04
H -4.15 0.21 -1.23
H -2.63 0.33 6.00
C -1.38 -1.03 2.59
C 0.44 -2.33 -1.93
H -3.57 -0.83 0.09
H 0.96 3.34 -3.79
C 2.19 0.67 -2.58
C 4.72 -0.55 1.90
H 1.70 -0.12 -3.15
H 1.52 3.57 0.01
H 2.27 3.63 -1.60
C -1.45 0.73 4.26
C -2.69 -1.30 4.62
H -3.47 2.62 0.24
H -2.93 1.65 1.63
C 4.17 -1.37 0.94
C -2.43 3.25 -3.99
H -3.24 3.63 -4.59
Br -3.85 -2.31 5.75
H -0.90 4.20 -5.17
O -0.22 0.98 2.24
H 4.39 1.20 3.12
H -3.72 2.20 -2.64
C -1.65 1.93 -2.10
Co 0.21 0.06 0.30
H -0.88 -2.94 -0.01
C 2.69 0.77 1.89
C -2.26 -1.82 3.38
C -1.11 3.57 -4.31
C -2.63 -3.08 2.87
H -3.31 -3.72 3.43
C 1.05 -3.32 -2.67
N 1.02 -1.69 -0.92
C -0.07 3.08 -3.53
C -3.27 -0.32 -0.83
H 4.01 -3.17 -1.07
H 4.75 -2.21 0.57
H -2.41 -4.43 1.22
C 3.97 0.54 2.36
C -2.14 -3.47 1.65
C 2.28 -1.96 -0.61
N -0.89 -1.44 1.39
Si 1.02 1.46 -1.27
C 2.36 -3.64 -2.34
Si -1.80 0.88 -0.49
C -0.96 0.31 3.00

Multiplicity = 2
Net charge = -2
E_LUMO (alpha / beta) = 4.07 / 4.07 eV
ΔE to the lowest compared entry with this formula, charge and spin = 0.0 kJ/mol
Gap between HOMO and LUMO (alpha / beta) = 4.94 / 4.51 eV

# 6
Molecular formula: C4H4
Method: DFT, ωB97M-V/def2-TZVPD

Geometry (Å):
H 0.59 -1.32 -0.94
H 0.70 1.61 1.04
H 0.64 -1.33 0.89
C 0.34 0.66 -0.08
C 0.38 -0.79 -0.01
C -2.22 0.02 0.05
C -0.97 -0.07 0.02
H 0.54 1.21 -0.97

Multiplicity = 1
Net charge = 0
E_LUMO = -0.22 eV
ΔE to the lowest compared entry with this formula, charge and spin = 378.7 kJ/mol
Gap between HOMO and LUMO = 9.81 eV

# 7
Molecular formula: C41H48CsN11S
Method: DFT, ωB97M-V/def2-TZVPD

Geometry (Å):
H -1.55 3.34 -0.31
H -2.24 0.33 -4.76
N -0.32 4.98 -1.71
N -1.69 -3.78 -3.91
C -3.90 -1.55 5.44
H 0.87 6.13 -4.71
C 1.44 0.68 4.59
H -0.45 -5.01 -5.09
C 4.67 2.33 2.61
C -4.54 -2.42 -2.01
H 6.41 -1.88 3.21
H -0.83 5.91 -4.33
N -2.48 -1.43 2.05
C 4.64 0.93 2.46
C 4.29 -3.26 2.27
H 0.25 4.52 -4.36
H -2.19 -5.39 -5.17
C -1.65 5.48 -1.40
C 4.44 -1.87 2.30
C 1.64 -1.71 4.75
N -3.47 -1.93 1.43
H 4.30 -0.17 6.18
H -3.88 -1.38 -5.62
H -4.85 -1.69 5.93
C 2.85 -1.55 5.41
H -2.77 3.75 -2.09
H 3.58 4.15 2.30
H -2.81 -1.24 7.27
C 2.17 -2.93 1.25
C -2.77 4.83 -2.21
H -1.84 5.34 -0.33
H -0.24 -4.70 -2.65
H 6.58 0.57 3.35
C -2.74 -1.27 6.19
C -1.58 -0.38 -5.26
H -4.66 -1.80 3.46
C 3.14 -3.80 1.75
C -1.36 -2.44 -3.95
C 0.17 5.57 -4.09
Cs -0.35 -0.20 0.62
H 0.88 1.55 4.26
H -1.63 -3.97 -1.83
H 5.54 2.79 3.07
H 2.98 -4.87 1.72
C -3.55 -1.71 0.06
H 1.26 -3.33 0.81
H -1.55 -3.97 -6.01
H -4.47 -0.90 -3.55
C 3.36 -0.29 5.67
H 4.19 0.11 -3.02
H -1.64 6.56 -1.57
C -2.57 -1.38 3.41
C -3.49 -0.30 -1.74
H -4.50 -3.62 -0.22
C -1.38 -1.04 4.17
N 2.47 1.11 1.43
C 0.50 5.78 -2.61
C 5.61 -1.25 2.84
H 1.56 2.25 -1.26
H -1.85 -5.48 -2.73
C 2.64 0.83 5.25
N -0.24 -0.75 3.57
C 2.52 2.41 1.59
H 1.66 2.97 1.24
C -1.54 -1.04 5.60
H 3.40 -2.43 5.73
H -3.74 5.21 -1.88
C 3.49 0.36 1.88
H 1.55 5.56 -2.42
H -5.07 -3.15 -2.61
N 3.42 -0.01 -2.40
H -3.18 0.67 -2.13
C -4.19 -1.18 -2.55
C -1.32 -4.52 -2.71
C 3.60 3.07 2.19
C 3.39 -1.08 1.79
H 2.22 3.89 -1.23
C 0.07 3.74 -1.26
N -3.17 -0.55 -0.48
H 1.57 3.24 -2.73
H -1.64 -0.23 -6.34
N -1.96 -1.75 -4.95
S -0.31 -1.74 -2.87
H 5.08 -3.89 2.66
C -3.16 -2.20 -5.61
C 0.91 -0.59 4.32
H -3.59 -3.04 -5.06
H -2.66 5.06 -3.27
C 1.44 3.26 -1.65
H 1.25 -2.69 4.54
H 0.35 6.83 -2.35
H -0.68 -0.81 6.21
H 3.02 1.82 5.45
C 2.53 -0.21 -1.69
H -0.56 -0.20 -4.92
C -3.80 -1.61 4.08
C 5.71 0.10 2.92
H -2.97 -2.50 -6.64
N -0.63 2.96 -0.53
C -1.46 -4.57 -5.11
C -4.22 -2.69 -0.70
N 2.28 -1.62 1.26

Multiplicity = 1
Net charge = 0
E_LUMO = 0.10 eV
ΔE to the lowest compared entry with this formula, charge and spin = 89.1 kJ/mol
Gap between HOMO and LUMO = 5.76 eV

# 8
Molecular formula: CH10N3O2
Method: DFT, ωB97M-V/def2-TZVPD

Geometry (Å):
H -3.12 1.85 1.62
H -0.02 -0.43 -1.48
N 2.92 0.32 -0.42
H -2.12 -1.65 -0.34
H 1.58 -0.35 1.64
H 0.18 -0.89 0.78
N 0.89 0.00 -1.48
C 1.62 0.00 -0.37
O -1.55 -0.89 -0.17
H -4.08 0.66 1.60
O -3.33 1.03 1.14
H 1.27 0.42 -2.31
H -2.20 -0.18 0.01
H 3.54 0.16 0.35
H 3.36 0.32 -1.33
N 1.07 -0.38 0.77

Multiplicity = 1
Net charge = +1
E_LUMO = -2.84 eV
ΔE to the lowest compared entry with this formula, charge and spin = 17.9 kJ/mol
Gap between HOMO and LUMO = 12.18 eV